[1]
The following is a DFT calculation (wB97M-V/def2-TZVPD) of C18H12ClI2N3NiOTe as an isolated structure at a distorted geometry.

Last column: natural (NBO) charge in e.
Atoms and positions in Å:
Ni (1.185, 0.593, -0.885)  1.2705
Cl (-4.250, -1.666, 2.605)  -0.0104
C (-2.923, -0.717, 2.000)  -0.0736
C (-2.805, 0.597, 2.378)  -0.2127
C (-1.758, 1.380, 1.896)  -0.2691
I (-1.549, 3.388, 2.451)  0.1472
C (-0.787, 0.891, 1.012)  0.4041
O (0.170, 1.603, 0.534)  -0.8065
C (-0.919, -0.498, 0.651)  0.0668
N (0.023, -0.981, -0.203)  -0.5137
C (-0.052, -2.226, -0.613)  0.0664
C (-1.083, -3.088, -0.210)  -0.2636
C (-2.043, -2.631, 0.650)  -0.1195
C (-1.988, -1.300, 1.123)  -0.1055
H (-3.536, 1.029, 3.048)  0.2413
H (0.729, -2.568, -1.281)  0.2109
H (-1.107, -4.101, -0.586)  0.2289
H (-2.852, -3.271, 0.974)  0.2369
I (-4.198, 1.707, -3.846)  0.1943
C (-2.190, 1.695, -3.326)  -0.2913
C (-1.174, 2.431, -3.891)  -0.0504
N (-0.055, 2.087, -3.234)  -0.3043
N (-0.283, 1.184, -2.282)  -0.3359
C (-1.582, 0.929, -2.322)  -0.0414
H (-1.188, 3.148, -4.693)  0.2383
H (0.885, 2.422, -3.381)  0.4341
H (-2.051, 0.230, -1.651)  0.2331
Te (3.206, 0.571, -2.279)  -0.2467
C (3.138, 0.088, -0.197)  -0.3762
C (3.325, -1.229, 0.251)  -0.2493
C (3.287, -1.519, 1.600)  -0.1587
C (3.055, -0.508, 2.530)  -0.2160
C (2.892, 0.798, 2.109)  -0.1885
C (2.949, 1.107, 0.752)  -0.2533
H (3.493, -2.017, -0.471)  0.2224
H (3.438, -2.537, 1.938)  0.2097
H (3.007, -0.744, 3.586)  0.2181
H (2.711, 1.584, 2.830)  0.2253
H (2.878, 2.138, 0.436)  0.2388

The spin multiplicity is 3. The expectation value of S² is 2.02. The frontier orbital gap (spin up / spin down) comes out at 7.24 / 7.10 eV. The maximum force comes out at 0.037 Eh/bohr. The value obtained for the HOMO energy (spin up / spin down) is -7.5 / -7.5 eV. The energy above the lowest of the compared OMol25 structures with the same formula, charge and spin is 0.000 eV.


[2]
The following is a DFT calculation (wB97M-V/def2-TZVPD) of C18H12IrN7O5SSe as an isolated structure.

Last column: natural (NBO) charge in e.
Atoms and positions in Å:
Ir (-0.488, -0.481, 0.260)  1.0508
C (-1.182, 3.667, -0.085)  -0.6700
C (-0.566, 2.310, -0.068)  0.2454
N (-0.925, 1.398, 0.772)  -0.1973
N (-1.867, 1.697, 1.724)  -0.4490
C (-2.407, 0.623, 2.254)  0.2857
N (-3.333, 0.831, 3.221)  -0.7830
S (-2.033, -1.038, 1.878)  -0.0907
C (0.430, 1.871, -1.075)  0.1784
C (1.114, 2.753, -1.894)  -0.2214
C (2.013, 2.253, -2.826)  -0.1447
C (2.199, 0.886, -2.922)  -0.2334
C (1.501, 0.056, -2.061)  0.0793
N (0.655, 0.539, -1.157)  -0.4254
H (-2.263, 3.549, -0.018)  0.2624
H (-0.936, 4.197, -1.001)  0.2213
H (-0.869, 4.263, 0.774)  0.2424
H (-3.695, 1.764, 3.319)  0.4037
H (-3.928, 0.064, 3.479)  0.4063
H (0.943, 3.815, -1.801)  0.2305
H (2.553, 2.928, -3.475)  0.2290
H (2.869, 0.457, -3.653)  0.2341
H (1.597, -1.022, -2.076)  0.2475
O (-2.992, -3.592, -4.348)  -0.4744
C (-2.517, -2.991, -3.427)  0.3915
C (-2.906, -1.582, -2.957)  0.3946
O (-3.741, -0.864, -3.454)  -0.5277
C (-2.032, -1.326, -1.817)  0.1856
C (-1.176, -2.382, -1.565)  0.1994
O (-0.298, -2.330, -0.600)  -0.6870
C (-1.386, -3.482, -2.508)  0.3961
O (-0.806, -4.538, -2.588)  -0.5265
O (-1.983, -0.239, -1.080)  -0.6646
Se (3.960, -2.844, 0.308)  1.0297
N (4.219, -2.464, 2.015)  -0.6148
C (3.192, -1.730, 2.390)  0.1288
C (3.011, -1.184, 3.698)  -0.1460
C (1.907, -0.437, 3.905)  -0.2578
C (0.954, -0.236, 2.856)  0.1297
N (1.058, -0.723, 1.649)  -0.4085
C (2.200, -1.465, 1.374)  0.2443
N (2.440, -1.958, 0.186)  -0.5998
H (3.745, -1.375, 4.469)  0.2396
H (1.700, 0.014, 4.865)  0.2373
H (0.066, 0.346, 3.060)  0.2286

The spin multiplicity is 1. The frontier orbital gap comes out at 5.29 eV. The maximum force comes out at 0.008 Eh/bohr. The value obtained for the HOMO energy is -7.2 eV. The energy above the lowest of the compared OMol25 structures with the same formula, charge and spin is 0.000 eV.


[3]
The following is a DFT calculation (wB97M-V/def2-TZVPD) of C18H13BrN2O4RuS3 as an isolated structure.

Last column: natural (NBO) charge in e.
Atoms and positions in Å:
Ru (-0.294, -1.353, -0.178)  1.2001
O (1.056, -2.156, -2.680)  -0.9775
S (-0.082, -2.917, -2.224)  2.5380
O (-0.486, -4.054, -2.988)  -0.9557
O (0.154, -3.261, -0.713)  -0.9353
O (-1.248, -1.926, -1.943)  -0.9654
Br (-5.086, 3.964, -2.480)  0.0117
C (-3.975, 2.772, -1.500)  -0.1082
C (-3.489, 3.157, -0.264)  -0.2223
C (-2.684, 2.286, 0.451)  -0.2753
C (-2.373, 1.019, -0.058)  0.2451
C (-2.854, 0.665, -1.325)  -0.2395
C (-3.653, 1.537, -2.039)  -0.2237
N (-1.584, 0.104, 0.637)  -0.5741
C (-1.531, 0.151, 1.979)  -0.0050
C (-0.779, -0.811, 2.669)  0.1161
C (-0.706, -0.935, 4.077)  -0.2328
C (0.006, -1.967, 4.623)  -0.1684
C (0.656, -2.895, 3.792)  -0.3242
C (0.568, -2.718, 2.426)  0.1032
N (-0.111, -1.710, 1.884)  -0.4914
H (-3.718, 4.137, 0.133)  0.2163
H (-2.263, 2.618, 1.389)  0.2101
H (-2.586, -0.294, -1.746)  0.2647
H (-4.023, 1.253, -3.015)  0.2247
H (-2.131, 0.856, 2.542)  0.1861
H (-1.221, -0.218, 4.702)  0.2111
H (0.064, -2.071, 5.700)  0.2075
H (1.221, -3.722, 4.193)  0.2170
H (1.048, -3.380, 1.714)  0.2337
S (2.365, -1.040, 0.313)  -0.0735
C (2.993, 0.076, -0.787)  -0.1784
C (4.403, 0.201, -0.926)  -0.2250
C (4.966, 1.106, -1.775)  -0.2101
C (4.145, 1.954, -2.556)  -0.2516
C (2.791, 1.863, -2.458)  -0.1413
C (2.158, 0.932, -1.583)  -0.2457
S (0.475, 0.904, -1.504)  0.0123
H (5.021, -0.458, -0.332)  0.2148
H (6.044, 1.170, -1.860)  0.2023
H (4.594, 2.667, -3.235)  0.2027
H (2.147, 2.494, -3.056)  0.2069

The spin multiplicity is 6. The expectation value of S² is 8.80. The frontier orbital gap (spin up / spin down) comes out at 6.20 / 5.56 eV. As for the charge: -1. The maximum force comes out at 0.016 Eh/bohr. The value obtained for the HOMO energy (spin up / spin down) is -3.7 / -4.9 eV. The energy above the lowest of the compared OMol25 structures with the same formula, charge and spin is 0.000 eV.


[4]
The following is a DFT calculation (wB97M-V/def2-TZVPD) of C18H13MnN4O2S3 as an isolated structure at a distorted geometry.

Last column: natural (NBO) charge in e.
Atoms and positions in Å:
Mn (1.597, -0.534, -0.923)  1.1925
S (3.768, -0.927, -1.376)  -0.0843
C (3.832, -1.232, -3.090)  -0.2569
C (5.102, -1.462, -3.653)  0.2424
N (6.142, -1.636, -4.104)  -0.2628
C (2.694, -1.214, -3.855)  -0.2732
S (1.145, -0.898, -3.122)  -0.1434
C (2.685, -1.411, -5.246)  0.2435
N (2.628, -1.551, -6.382)  -0.2699
N (-0.665, -3.178, -1.938)  -0.7649
C (-0.589, -2.784, -0.653)  0.3330
S (0.915, -2.954, 0.114)  -0.2611
N (-1.727, -2.383, -0.073)  -0.5801
C (-1.981, -1.819, 1.188)  0.2216
C (-1.165, -1.991, 2.299)  -0.2697
C (-1.520, -1.401, 3.500)  -0.1772
C (-2.682, -0.657, 3.612)  -0.2239
C (-3.500, -0.494, 2.506)  -0.1932
C (-3.153, -1.072, 1.302)  -0.2585
H (0.207, -3.408, -2.394)  0.4369
H (-1.428, -2.898, -2.539)  0.3941
H (-2.519, -2.287, -0.700)  0.3927
H (-0.269, -2.587, 2.235)  0.2543
H (-0.881, -1.535, 4.360)  0.2183
H (-2.953, -0.211, 4.557)  0.2175
H (-4.409, 0.084, 2.581)  0.2195
H (-3.791, -0.944, 0.437)  0.2065
O (1.658, 0.286, 0.789)  -0.6421
C (0.690, 0.902, 0.265)  0.6773
O (-0.069, 0.276, -0.543)  -0.6655
C (0.407, 2.313, 0.588)  -0.1103
C (-0.221, 3.131, -0.346)  -0.1815
C (-0.553, 4.425, 0.005)  -0.2007
C (-0.282, 4.887, 1.284)  -0.1780
C (0.366, 4.077, 2.205)  -0.2113
C (0.728, 2.790, 1.855)  -0.1701
H (-0.430, 2.750, -1.337)  0.2320
H (-1.022, 5.073, -0.720)  0.2208
H (-0.578, 5.886, 1.565)  0.2195
H (0.591, 4.448, 3.193)  0.2219
H (1.232, 2.140, 2.553)  0.2340

The spin multiplicity is 5. The expectation value of S² is 6.12. The frontier orbital gap (spin up / spin down) comes out at 6.50 / 7.34 eV. The maximum force comes out at 0.081 Eh/bohr. The value obtained for the HOMO energy (spin up / spin down) is -8.1 / -8.4 eV.


[5]
The following is a DFT calculation (wB97M-V/def2-TZVPD) of C18H13N4O8Pd as an isolated structure at a distorted geometry.

Last column: natural (NBO) charge in e.
Atoms and positions in Å:
Pd (-0.124, 1.803, 1.545)  1.2507
O (3.067, -4.007, 4.186)  -0.4508
C (3.659, -3.020, 4.432)  0.9272
O (4.500, -2.328, 4.879)  -0.4404
C (2.485, -1.622, 3.501)  0.2552
C (1.376, -2.082, 2.840)  -0.2841
C (0.600, -1.117, 2.213)  0.0767
N (0.943, 0.173, 2.259)  -0.3853
C (2.047, 0.578, 2.904)  0.1322
C (2.874, -0.311, 3.570)  -0.2584
C (2.367, 2.061, 2.795)  0.7271
O (3.289, 2.570, 3.355)  -0.4959
O (1.534, 2.719, 2.000)  -0.6530
H (1.107, -3.128, 2.811)  0.3087
H (-0.311, -1.378, 1.691)  0.2713
H (3.757, 0.046, 4.084)  0.3243
C (1.984, 1.558, -3.521)  -0.4079
N (1.073, 1.901, -2.429)  -0.2991
C (-0.152, 2.503, -2.557)  -0.0587
C (-0.657, 2.643, -1.304)  -0.0635
N (0.273, 2.137, -0.423)  -0.5048
C (1.299, 1.687, -1.131)  0.1968
H (1.567, 1.949, -4.444)  0.2374
H (2.081, 0.478, -3.599)  0.2255
H (2.955, 2.014, -3.346)  0.2308
H (-0.552, 2.780, -3.517)  0.2491
H (-1.587, 3.075, -0.979)  0.2496
H (2.199, 1.251, -0.732)  0.2256
O (-3.946, 0.418, 1.822)  -0.5333
C (-2.939, 0.475, 1.177)  0.7555
O (-1.950, 1.278, 1.620)  -0.7471
C (-2.762, -0.272, -0.116)  -0.1596
C (-1.560, -0.388, -0.807)  -0.2263
C (-1.497, -1.066, -2.011)  -0.1524
C (-2.659, -1.621, -2.510)  0.0260
C (-3.869, -1.543, -1.846)  -0.1852
C (-3.911, -0.863, -0.640)  -0.1404
N (-2.599, -2.315, -3.817)  0.5283
O (-1.554, -2.239, -4.433)  -0.3766
O (-3.591, -2.902, -4.180)  -0.3404
H (-0.654, 0.053, -0.418)  0.2053
H (-0.577, -1.169, -2.566)  0.2372
H (-4.748, -2.004, -2.271)  0.2649
H (-4.837, -0.777, -0.088)  0.2580

The spin multiplicity is 1. The frontier orbital gap (spin up / spin down) comes out at 3.47 / 3.47 eV. As for the charge: +1. The maximum force comes out at 0.064 Eh/bohr. The value obtained for the HOMO energy (spin up / spin down) is -12.2 / -12.2 eV.


[6]
The following is a DFT calculation (wB97M-V/def2-TZVPD) of one molecule with the formula C18H13N5O5 at a distorted geometry.

Last column: natural (NBO) charge in e.
Atoms and positions in Å:
O (-1.154, -2.276, -0.004)  -0.5632
C (-0.591, -1.206, -0.002)  0.6464
N (-1.248, 0.006, 0.002)  -0.4316
N (-2.576, 0.073, 0.003)  -0.1801
C (-3.160, 1.201, 0.007)  0.0337
C (-4.606, 1.292, 0.006)  -0.0959
C (-5.230, 2.542, 0.003)  -0.1553
C (-6.610, 2.648, -0.001)  -0.2122
C (-7.393, 1.508, -0.002)  -0.1993
C (-6.771, 0.264, 0.002)  0.0857
N (-7.591, -0.928, 0.002)  0.5153
O (-7.029, -2.000, 0.022)  -0.3633
O (-8.794, -0.778, -0.019)  -0.3780
C (-5.393, 0.140, 0.006)  -0.1662
C (0.871, -1.081, -0.005)  0.0094
C (1.770, -0.027, -0.005)  -0.2936
C (3.046, -0.629, -0.007)  0.1171
C (4.356, 0.004, -0.007)  -0.0847
C (4.490, 1.389, -0.012)  -0.1878
C (5.737, 2.006, -0.009)  -0.2577
C (6.841, 1.189, -0.001)  0.2251
C (6.717, -0.204, 0.003)  0.2956
C (5.494, -0.819, 0.001)  -0.2461
O (7.965, -0.767, 0.011)  -0.4869
C (8.878, 0.308, 0.015)  0.2361
O (8.166, 1.528, 0.003)  -0.4751
N (2.915, -1.957, -0.008)  -0.2349
N (1.627, -2.207, -0.007)  -0.2780
H (-0.697, 0.869, 0.004)  0.3686
H (-2.600, 2.146, 0.010)  0.1551
H (-4.625, 3.437, 0.004)  0.2134
H (-7.076, 3.621, -0.003)  0.2243
H (-8.471, 1.561, -0.006)  0.2510
H (-4.925, -0.832, 0.009)  0.2696
H (1.555, 1.022, -0.004)  0.2169
H (3.611, 2.013, -0.018)  0.2055
H (5.837, 3.078, -0.014)  0.2283
H (5.388, -1.890, 0.004)  0.2458
H (9.505, 0.257, 0.919)  0.1579
H (9.522, 0.250, -0.877)  0.1584
H (1.266, -3.151, -0.007)  0.4308

The spin multiplicity is 1. As for the SMILES: O=C(N/N=C/c1cccc([N+](=O)[O-])c1)c1cc(-c2ccc3c(c2)OCO3)n[nH]1. The frontier orbital gap comes out at 7.46 eV. The maximum force comes out at 0.025 Eh/bohr. The value obtained for the HOMO energy is -8.0 eV. The energy above the lowest of the compared OMol25 structures with the same formula, charge and spin is 0.000 eV.